Entry from the OMol25 dataset: 5 unconnected molecules or ions with the total composition C27H67BBrF3N6O8PS (ωB97M-V/def2-TZVPD).

Values from the calculation:
- HOMO energy (eV) = -10.3
- molecular weight (g/mol) = 814.6
- E_LUMO (eV) = -2.952
- charge = +1
- gap between HOMO and LUMO (eV) = 7.32

Each line ends with the Löwdin charge.
Cartesian coordinates (Å):
N -0.2206 3.7873 8.6577  0.207
B -0.0857 2.5718 7.9259  -0.581
O 0.1122 1.3744 8.5923  0.145
C -0.0354 2.6412 6.3269  -0.173
C 0.0027 1.2834 5.6267  -0.098
C -0.2493 1.3674 4.1108  -0.249
C 0.4169 0.2269 3.3596  -0.123
C 0.0128 -1.1415 3.9228  -0.263
O -1.3790 -1.2193 4.1418  0.033
C 0.3836 -2.2152 2.9023  -0.634
F 0.2850 -3.4274 3.4165  0.185
F 1.6413 -2.0430 2.5038  0.157
F -0.3934 -2.1635 1.8280  0.179
N 0.1824 2.7550 3.6438  -0.092
P 0.2788 2.9646 1.8331  0.167
O -1.1347 2.3899 1.4352  -0.120
O 0.0140 4.5184 1.6965  -0.145
S 1.8862 2.2812 1.0960  0.454
C -0.8405 3.7441 4.2085  -0.084
C -1.1076 3.5514 5.7152  -0.257
C -2.5360 3.0662 6.0192  -0.140
C -3.6792 3.7859 5.2735  -0.281
C -4.6981 2.7960 4.7245  -0.641
Br -6.3198 3.6788 4.1697  0.698
H -0.1254 3.6749 9.6594  0.095
H -1.0012 4.3920 8.4492  0.081
H -0.5550 0.6960 8.4479  0.106
H 0.9314 3.1310 6.1277  0.150
H 1.0104 0.8772 5.7719  0.144
H -0.7150 0.5796 6.0513  0.119
H -1.3221 1.3310 3.9039  0.151
H 1.5064 0.3168 3.3687  0.123
H 0.1231 0.2205 2.3062  0.089
H 0.6048 -1.3789 4.8116  0.170
H -1.5613 -1.4285 5.0651  0.118
H 1.1246 2.9735 3.9759  0.158
H -1.0519 1.5811 0.9045  0.112
H 0.8501 5.0046 1.7963  0.108
H -0.4943 4.7546 4.0069  0.132
H -1.7284 3.5826 3.5968  0.112
H -0.9677 4.5270 6.1917  0.146
H -2.7058 3.2129 7.0914  0.123
H -2.5985 1.9802 5.8673  0.119
H -4.1888 4.4595 5.9673  0.106
H -3.3161 4.4126 4.4565  0.100
H -4.3095 2.2998 3.8324  0.056
H -4.9614 2.0393 5.4629  0.066
C -10.8819 4.3269 1.2320  -0.067
C -10.3031 5.5440 1.9447  -0.432
C -9.7478 6.6132 0.9964  -0.208
O -8.4925 6.2986 0.4242  -0.191
C -8.5356 5.4934 -0.7373  -0.108
N -9.3073 5.0942 2.9227  0.028
H -10.0959 3.6827 0.8369  0.064
H -11.4695 3.7316 1.9296  0.077
H -11.5309 4.6228 0.4061  0.080
H -11.1165 6.0178 2.5023  0.136
H -9.5827 7.5279 1.5715  0.122
H -10.4735 6.8496 0.2075  0.121
H -9.4103 5.7291 -1.3508  0.091
H -8.5457 4.4264 -0.4997  0.074
H -7.6368 5.7079 -1.3145  0.086
H -9.0012 5.8903 3.4751  0.069
H -8.4809 4.8107 2.4018  0.027
C 4.9927 -1.9965 0.3510  -0.068
C 5.9693 -3.1542 0.1656  -0.433
C 5.2876 -4.5269 0.0945  -0.209
O 4.8705 -5.0385 1.3471  -0.182
C 3.6205 -4.5664 1.8004  -0.117
N 6.9957 -3.0791 1.2072  0.043
H 4.6172 -1.9515 1.3743  0.057
H 5.4945 -1.0509 0.1453  0.075
H 4.1406 -2.0881 -0.3261  0.077
H 6.4697 -3.0070 -0.7957  0.117
H 6.0140 -5.2518 -0.2834  0.124
H 4.4486 -4.5114 -0.6128  0.109
H 2.9259 -4.4094 0.9687  0.093
H 3.7233 -3.6341 2.3620  0.061
H 3.2029 -5.3200 2.4682  0.090
H 7.7168 -3.7709 1.0273  0.075
H 6.5733 -3.3735 2.0835  0.069
C 4.9103 -2.4253 -4.3852  -0.060
C 5.6508 -3.6613 -3.8859  -0.431
C 6.7129 -4.1851 -4.8615  -0.209
O 6.1911 -4.8934 -5.9639  -0.184
C 5.7639 -4.0970 -7.0554  -0.095
N 4.6696 -4.6883 -3.5218  0.045
H 4.1882 -2.6775 -5.1620  0.060
H 4.3594 -1.9642 -3.5648  0.069
H 5.6024 -1.6848 -4.7898  0.081
H 6.1842 -3.3782 -2.9727  0.113
H 7.3448 -4.8999 -4.3273  0.123
H 7.3615 -3.3678 -5.2046  0.121
H 6.4065 -3.2205 -7.1832  0.093
H 4.7258 -3.7768 -6.9477  0.062
H 5.8303 -4.7129 -7.9514  0.090
H 5.1516 -5.4722 -3.0903  0.071
H 4.2987 -5.0725 -4.3873  0.071
C 0.1160 -3.4381 -10.6465  -0.069
C 1.6122 -3.2186 -10.8420  -0.435
C 2.4860 -3.9802 -9.8379  -0.207
O 2.5327 -3.4100 -8.5427  -0.205
C 1.4682 -3.7629 -7.6818  -0.105
N 1.8838 -1.7798 -10.8505  0.039
H -0.2603 -2.8866 -9.7845  0.064
H -0.4286 -3.0839 -11.5205  0.077
H -0.1154 -4.4956 -10.5060  0.079
H 1.8760 -3.6053 -11.8311  0.136
H 3.5175 -3.9596 -10.1995  0.121
H 2.1834 -5.0337 -9.7741  0.121
H 1.1436 -4.7935 -7.8534  0.093
H 0.6105 -3.0948 -7.7920  0.076
H 1.8349 -3.6774 -6.6582  0.079
H 2.8555 -1.6155 -11.0954  0.072
H 1.7961 -1.4370 -9.8979  0.068

Entry from the OMol25 dataset: 11 unconnected molecules or ions with the total composition C27H67Cl12NO17P4 at a distorted geometry (ωB97M-V/def2-TZVPD).

Values from the calculation:
- HOMO energy (eV) = -9.8
- molecular weight (g/mol) = 1227.2
- E_LUMO (eV) = 0.251
- gap between HOMO and LUMO (eV) = 10.08
- SMILES = COP(=O)(OC)OC.COP(=O)(OC)OC.COP(=O)(OC)OC.COP(=O)(OC)OC.CNC(C)=O.ClCCCl.ClCCCl.ClCCCl.ClCCCl.ClCCCl.ClCCCl

Each line ends with the Löwdin charge.
Cartesian coordinates (Å):
C -0.9713 5.1351 2.9143  -0.118
O 0.2527 5.4790 2.2823  -0.213
P 1.1616 4.3848 1.4739  0.475
O 0.9980 2.9482 1.9047  -0.251
O 0.8389 4.7557 -0.0449  -0.271
C 0.8219 6.0073 -0.6872  -0.109
O 2.6459 4.9536 1.6083  -0.225
C 3.7718 4.4308 0.8658  -0.079
H -1.8966 5.4554 2.4355  0.074
H -1.0753 5.4791 3.9433  0.087
H -1.0362 4.0524 3.0220  0.048
H 1.7372 5.9838 -1.2786  0.080
H 0.9695 6.8147 0.0300  0.096
H -0.0656 6.0556 -1.3182  0.061
H 3.5037 3.7486 0.0590  0.068
H 4.4247 3.9904 1.6194  0.094
H 4.2260 5.2878 0.3685  0.089
C 5.8808 -1.6260 -0.5551  -0.145
O 4.7195 -0.9205 -0.3389  -0.217
P 4.3071 0.3876 -1.2406  0.494
O 2.9553 1.0124 -1.0267  -0.264
O 5.5728 1.3947 -0.9516  -0.223
C 5.6174 2.7244 -1.4398  -0.113
O 4.6318 -0.0841 -2.7297  -0.227
C 3.8499 -1.1986 -3.1849  -0.113
H 6.4017 -1.8058 0.3854  0.094
H 6.6088 -1.0419 -1.1181  0.089
H 5.7333 -2.6009 -1.0196  0.095
H 5.7485 3.5257 -0.7126  0.078
H 4.8203 2.8405 -2.1742  0.083
H 6.4878 2.8535 -2.0831  0.088
H 4.5412 -1.9876 -3.4812  0.095
H 3.3509 -0.8182 -4.0762  0.088
H 3.0689 -1.5276 -2.4994  0.027
C 3.4939 -0.9191 7.0915  -0.119
O 2.7881 -1.5150 6.0426  -0.208
P 2.0209 -0.5077 5.0596  0.332
O 0.9514 0.2062 5.7082  -0.190
O 3.1488 0.5025 4.6144  -0.208
C 2.9366 1.2921 3.4879  -0.116
O 1.6623 -1.3228 3.7624  -0.251
C 2.7288 -1.9895 3.0848  -0.087
H 2.8911 -1.1136 7.9786  0.095
H 3.7065 0.1476 7.0204  0.091
H 4.4201 -1.4926 7.1260  0.094
H 2.5257 0.7946 2.6094  0.076
H 3.8865 1.7822 3.2744  0.093
H 2.2306 2.0991 3.6844  0.074
H 3.6659 -1.8627 3.6268  0.089
H 2.9178 -1.5042 2.1273  0.075
H 2.5284 -3.0585 3.0124  0.093
C -6.3661 -5.4261 0.4485  -0.096
O -5.5160 -4.5591 -0.2702  -0.199
P -3.9608 -4.6137 -0.1510  0.415
O -3.3699 -5.8776 0.3783  -0.246
O -3.3647 -4.0662 -1.5380  -0.214
C -1.9691 -3.9570 -1.7539  -0.133
O -3.7483 -3.3349 0.8161  -0.245
C -4.1528 -2.0139 0.4238  -0.131
H -5.8526 -6.2861 0.8784  0.084
H -7.1154 -5.8129 -0.2422  0.089
H -6.8900 -4.9504 1.2775  0.093
H -1.3355 -4.4599 -1.0233  0.074
H -1.6586 -2.9136 -1.6979  0.045
H -1.7162 -4.4216 -2.7069  0.078
H -4.4635 -1.2678 1.1553  0.069
H -4.9730 -1.9821 -0.2934  0.070
H -3.4017 -1.3925 -0.0638  0.059
C -2.4347 1.7405 -4.9592  -0.066
N -3.5514 1.0045 -4.3298  0.020
C -3.3964 0.0045 -3.4892  -0.595
C -4.5888 -0.8073 -3.2559  0.010
O -2.3626 -0.2206 -2.8627  -0.019
H -2.2316 1.1101 -5.8249  0.068
H -1.5778 1.7750 -4.2865  0.032
H -2.5240 2.7808 -5.2718  0.073
H -4.4727 1.1874 -4.7011  0.135
H -4.3929 -1.8544 -3.4865  0.097
H -5.3528 -0.5510 -3.9898  0.081
H -4.9625 -0.6994 -2.2376  0.069
Cl 1.0492 1.8762 -5.4766  0.553
C 1.2721 2.3695 -3.7570  -0.593
C 1.2266 3.9493 -3.6656  -0.593
Cl -0.3767 4.7152 -4.0081  0.554
H 2.2379 2.0229 -3.3892  0.045
H 0.5627 1.8524 -3.1109  0.037
H 1.9972 4.4227 -4.2740  0.068
H 1.4894 4.2555 -2.6530  0.032
Cl 1.3294 -3.6752 -3.2397  0.596
C 0.6050 -3.3723 -4.8213  -0.640
C -0.1748 -2.0116 -4.8264  -0.694
Cl -0.8845 -1.7256 -6.4243  0.569
H -0.1337 -4.1532 -5.0017  0.062
H 1.3496 -3.2627 -5.6098  0.066
H 0.5111 -1.1970 -4.5939  0.023
H -0.9454 -2.0244 -4.0557  0.025
Cl -0.6488 -2.2572 1.0821  0.660
C 0.0699 -0.6355 0.9692  -0.641
C -0.3242 0.1312 -0.3054  -0.562
Cl 0.3569 -0.7056 -1.7654  0.617
H 1.1373 -0.8429 1.0460  0.035
H -0.2255 0.0063 1.7993  0.025
H -0.0506 1.1799 -0.1887  0.072
H -1.4100 0.1296 -0.4010  0.038
Cl -0.2695 -3.7113 4.7570  0.589
C -1.1760 -4.7674 3.6277  -0.625
C -0.2245 -5.7955 2.9372  -0.632
Cl 0.5609 -6.8379 4.1790  0.505
H -1.7310 -4.1717 2.9031  0.026
H -1.8606 -5.4296 4.1579  0.067
H 0.5947 -5.3328 2.3868  0.048
H -0.6731 -6.4415 2.1825  0.068
Cl -5.3704 2.0147 -0.5711  0.578
C -4.5138 3.0128 -1.7483  -0.670
C -3.0034 3.0596 -1.5414  -0.641
Cl -2.5914 4.3887 -0.4449  0.608
H -4.9638 3.9947 -1.8949  0.072
H -4.8359 2.5516 -2.6819  0.037
H -2.4404 3.1669 -2.4686  0.032
H -2.5181 2.1789 -1.1208  0.049
Cl -3.4049 -1.4586 4.1272  0.566
C -1.9244 -0.5821 4.5509  -0.677
C -2.0165 0.9388 4.2963  -0.645
Cl -2.3611 1.3297 2.6199  0.600
H -1.0749 -1.0416 4.0457  0.009
H -1.7295 -0.8232 5.5959  0.064
H -1.1490 1.4987 4.6456  0.062
H -2.7473 1.4481 4.9245  0.068